<1>
A structure of composition C32H40N5OP2Tc, computed with ωB97M-V/def2-TZVPD.

Last column: Mulliken spin population.
CARTESIAN COORDINATES (ANGSTROEM)
Tc: 0.53671 -0.75727 1.90238  2.637
C: -1.49348 2.32823 3.30298  0.030
C: -1.80715 1.22366 2.62537  -0.017
C: -1.59218 1.09699 1.11948  0.115
C: -0.37226 1.68516 0.41138  -0.106
C: 0.94390 1.06086 0.83826  0.078
C: 1.40897 1.45012 2.19469  0.098
C: 1.00676 2.82522 2.72016  0.005
C: -0.51028 3.33034 2.80466  -0.003
C: 0.88565 -2.61689 1.14874  0.073
H: -1.98638 2.52108 4.26553  0.001
H: -2.30448 0.31875 3.10087  0.003
H: -2.52433 1.53568 0.76299  0.000
H: -1.69628 0.05990 0.74623  -0.019
H: -0.44628 1.55067 -0.67824  -0.008
H: -0.34008 2.75141 0.54350  -0.014
H: 1.69221 1.09020 0.02499  0.042
H: 2.47675 1.20988 2.39933  -0.018
H: 1.52187 3.58295 2.08960  0.021
H: 1.41585 2.94914 3.72808  -0.001
H: -0.60133 4.22399 3.44340  -0.001
H: -0.79248 3.78129 1.83264  0.002
H: 0.39285 -3.49349 1.62675  0.003
H: 1.98687 -2.74431 1.21802  0.010
H: 0.61635 -2.60918 0.06127  0.008
P: 1.81257 -1.14673 -1.21322  -0.096
P: -2.12242 -0.46510 -1.50002  0.027
N: 3.12004 -0.10187 -1.81301  0.008
N: 2.38363 -2.45811 -2.37507  -0.025
N: -2.26450 1.19067 -2.36715  0.000
N: -3.59523 -1.01486 -2.38067  0.001
C: 0.55638 -0.43958 -2.33124  -0.002
C: -0.75374 -1.28503 -2.37800  0.008
C: 4.24879 0.08816 -1.01343  0.015
C: 5.15410 0.91017 -1.68186  0.006
C: 4.57900 1.23038 -2.95255  0.000
C: 3.33832 0.58389 -3.01137  0.012
C: 2.56242 -3.76900 -1.95029  0.320
C: 2.98137 -4.54471 -3.02680  0.174
C: 3.08722 -3.68906 -4.16978  0.088
C: 2.66724 -2.42188 -3.75142  0.343
C: -2.38845 2.41089 -1.68980  -0.002
C: -2.26234 3.47086 -2.55892  0.000
C: -2.13945 2.90071 -3.85636  0.000
C: -2.17821 1.50939 -3.72885  0.000
C: -4.45584 -0.31974 -3.25190  0.000
C: -5.41005 -1.17614 -3.78110  0.000
C: -5.19893 -2.45290 -3.16545  0.000
C: -4.10850 -2.32251 -2.31054  0.000
H: 0.94528 -0.35947 -3.36533  0.006
H: 0.38125 0.57531 -1.92275  -0.003
H: -0.99188 -1.53459 -3.42062  0.004
H: -0.61505 -2.23315 -1.82755  -0.004
H: 4.29201 -0.38709 -0.05174  -0.003
H: 6.11660 1.24931 -1.30142  0.001
H: 5.00465 1.87414 -3.71899  0.000
H: 2.62862 0.53738 -3.82992  0.000
H: 2.33768 -4.03644 -0.92908  0.042
H: 3.17289 -5.60965 -3.00135  -0.002
H: 3.41870 -3.97322 -5.17439  0.000
H: 2.52009 -1.52768 -4.33381  0.034
H: -2.49312 2.46515 -0.62861  0.004
H: -2.31494 4.51422 -2.25438  0.000
H: -2.04310 3.44963 -4.77434  0.000
H: -2.21834 0.73598 -4.48709  0.000
H: -4.34771 0.73292 -3.42366  0.000
H: -6.16984 -0.94507 -4.52430  0.000
H: -5.79406 -3.34975 -3.32659  0.000
H: -3.65298 -3.02548 -1.62836  0.000
O: 0.67601 -0.97740 3.76187  0.087
N: 0.45910 -0.73067 5.09488  -0.013
C: -0.73903 -1.14615 5.62246  0.015
C: -1.04415 -0.73741 6.92318  -0.007
C: -0.16680 0.03530 7.68502  0.012
C: 1.04826 0.42828 7.10304  -0.006
C: 1.36944 -0.02195 5.81949  0.012
H: -1.42974 -1.71198 4.98336  0.005
H: -2.03068 -0.98449 7.32828  0.000
H: -0.43119 0.34994 8.70450  0.000
H: 1.76306 1.08045 7.59638  0.000
H: 2.31775 0.22131 5.32751  -0.004

The molar mass is 670.65 g/mol. The HOMO-LUMO gap (alpha / beta) comes out at 5.254 / 2.995 eV. The net charge is +2. As for the spin multiplicity: 5. The LUMO energy (alpha / beta) comes out at -6.670 / -8.929 eV. The HOMO energy (alpha / beta) is -11.9 / -11.9 eV. As for the expectation value of S²: 6.05.


<2>
A structure of composition C32H40N5OP2Tc, computed with ωB97M-V/def2-TZVPD.

Last column: Mulliken spin population.
CARTESIAN COORDINATES (ANGSTROEM)
Tc: 0.04851 -0.09825 4.71399  2.452
C: -1.17799 1.68085 4.17419  0.103
C: -1.49089 0.67825 3.26199  -0.059
C: -0.96839 0.60375 1.83679  0.049
C: 0.31051 -0.25775 1.69839  0.000
C: 1.27551 -0.12245 2.85529  0.081
C: 1.58781 1.05145 3.53289  -0.128
C: 1.06411 2.43125 3.17049  0.003
C: -0.21409 2.82485 3.95029  0.007
C: 1.42001 -1.29925 5.71019  -0.095
H: -1.84449 1.80495 5.02569  0.003
H: -2.36369 0.06755 3.48099  0.000
H: -0.79039 1.61325 1.45609  -0.002
H: -1.74749 0.16965 1.20169  0.005
H: 0.01991 -1.31215 1.63869  0.002
H: 0.81701 -0.02155 0.74999  0.001
H: 1.94291 -0.97085 2.99549  -0.011
H: 2.46071 1.02915 4.18109  0.000
H: 0.88481 2.48625 2.09319  -0.003
H: 1.84321 3.16885 3.38969  -0.003
H: 0.07721 3.20245 4.93629  -0.007
H: -0.72169 3.65605 3.43719  0.005
H: 1.32831 -1.19065 6.79569  0.020
H: 2.45141 -1.06805 5.41459  0.017
H: 1.21441 -2.34825 5.45969  0.004
P: 1.38911 -1.32505 -3.93591  0.001
P: -1.68029 -0.64555 -3.48831  -0.011
N: 2.80751 -0.32175 -3.75971  0.000
N: 1.95011 -2.61715 -4.94511  0.000
N: -1.78719 1.06845 -3.25661  0.002
N: -3.32859 -1.09585 -3.84821  -0.040
C: 0.48871 -0.31265 -5.19941  0.001
C: -0.99989 -0.68395 -5.21091  0.006
C: 3.07171 0.32255 -2.55151  -0.001
C: 4.05711 1.25665 -2.76381  0.000
C: 4.41531 1.19065 -4.14541  0.000
C: 3.63271 0.22525 -4.73581  0.000
C: 2.20221 -3.88175 -4.41001  0.000
C: 2.71551 -4.68025 -5.39961  0.000
C: 2.78891 -3.89175 -6.58881  0.000
C: 2.32071 -2.63635 -6.29111  0.000
C: -1.72089 1.62025 -1.97581  -0.003
C: -1.91899 2.97375 -2.07271  0.000
C: -2.11729 3.27785 -3.45451  0.000
C: -2.03629 2.10335 -4.16001  0.001
C: -4.28119 -0.43355 -4.61421  0.345
C: -5.30979 -1.30985 -4.87271  0.143
C: -4.98179 -2.55905 -4.26141  0.158
C: -3.76549 -2.40395 -3.64081  0.352
H: 0.96351 -0.50105 -6.16931  0.000
H: 0.59371 0.75315 -4.97741  0.000
H: -1.59039 0.01705 -5.81231  -0.003
H: -1.12069 -1.68055 -5.64511  -0.001
H: 2.52421 0.04485 -1.66281  0.000
H: 4.49021 1.90215 -2.01241  0.000
H: 5.17921 1.77275 -4.64311  0.000
H: 3.59611 -0.13375 -5.75231  0.000
H: 1.98261 -4.07665 -3.37041  0.000
H: 2.99971 -5.71765 -5.29201  0.000
H: 3.13981 -4.21625 -7.55891  0.000
H: 2.20811 -1.76525 -6.91791  0.000
H: -1.53489 0.97985 -1.12611  0.000
H: -1.91379 3.67455 -1.24971  0.000
H: -2.29169 4.25565 -3.88261  0.000
H: -2.12139 1.91695 -5.21941  0.001
H: -4.14459 0.60015 -4.88981  0.033
H: -6.21229 -1.07685 -5.42171  0.001
H: -5.58189 -3.45815 -4.26231  0.002
H: -3.15739 -3.08995 -3.06941  0.010
O: 0.62211 1.22045 5.93289  -0.018
N: 0.13111 0.90765 7.14399  -0.001
C: -1.25429 0.48015 7.27989  0.410
C: -1.66259 0.20655 8.70859  -0.051
C: -0.80919 0.33935 9.73189  0.130
C: 0.57771 0.77055 9.50299  -0.024
C: 1.00171 1.03875 8.26629  0.087
H: -1.41649 -0.44055 6.68179  0.012
H: -2.68169 -0.10875 8.90709  0.001
H: -1.14079 0.13115 10.74429  0.008
H: 1.25661 0.87415 10.34389  0.000
H: 2.02801 1.36015 8.11319  0.005

The molar mass is 670.65 g/mol. The HOMO-LUMO gap (alpha / beta) comes out at 5.134 / 2.944 eV. The net charge is +2. As for the spin multiplicity: 5. The LUMO energy (alpha / beta) comes out at -6.085 / -9.064 eV. The HOMO energy (alpha / beta) is -11.2 / -12.0 eV. As for the expectation value of S²: 6.08.


Going by the computed energies, the most stable comes first: <2>, <1>.


<1>
The ion C5H12NS with charge -1, computed with ωB97M-V/def2-TZVPD.

Last column: Mulliken charge in e.
CARTESIAN COORDINATES (ANGSTROEM)
C: 0.99561 -0.25456 1.18999  -1.153
N: 0.33731 0.75129 0.41952  0.076
C: 0.22461 2.00537 1.15062  -0.990
C: -0.93993 0.31060 -0.13730  -0.641
C: -0.90196 -1.06105 -0.82555  -0.860
C: 0.19971 -1.18551 -1.88378  -0.809
S: 0.38290 -2.91443 -2.50348  -0.659
H: 0.49469 -0.51102 2.14047  0.346
H: 1.22234 -1.14687 0.60702  0.361
H: 2.02333 0.01824 1.47745  0.367
H: 0.10252 2.89363 0.52765  0.248
H: 1.13072 2.06909 1.75049  0.342
H: -0.65658 1.99570 1.81948  0.347
H: -1.31766 1.01364 -0.87976  0.394
H: -1.63207 0.23063 0.72392  0.347
H: -1.91009 -1.15253 -1.23602  0.397
H: -0.76547 -1.86955 -0.10627  0.337
H: 1.11320 -0.70300 -1.54441  0.290
H: -0.10319 -0.48967 -2.69003  0.263

The molar mass is 118.22 g/mol. The HOMO-LUMO gap comes out at 5.709 eV. The net charge is -1. The LUMO energy comes out at 3.476 eV. The SMILES is CN(C)CCC[S-]. The HOMO energy is -2.2 eV.


<2>
The ion C5H12NS with charge -1, computed with ωB97M-V/def2-TZVPD.

Last column: Mulliken charge in e.
CARTESIAN COORDINATES (ANGSTROEM)
C: -0.42053 2.30676 1.20878  -0.914
C: -0.88571 0.91623 1.74440  -0.431
C: -1.15137 -0.21442 0.55740  -0.689
N: 0.24556 -0.29919 0.02262  -0.233
C: 0.31125 -0.80617 -1.52562  -0.569
C: 1.63572 -1.60099 -1.71974  -0.525
S: 1.77794 -2.90474 -0.57183  -0.714
H: 0.68657 2.13994 0.84038  0.234
H: -0.97358 2.52335 0.28432  0.239
H: -0.38669 3.17664 1.90894  0.317
H: -0.00998 0.44175 2.25354  0.223
H: -1.85289 0.98044 2.48017  0.286
H: -1.49268 -1.22974 0.83189  0.364
H: -1.91576 0.02540 -0.15798  0.387
H: 0.63704 -1.20473 0.33635  0.106
H: 0.21597 0.19230 -2.18611  0.204
H: -0.55933 -1.41884 -1.81991  0.258
H: 1.57296 -1.93014 -2.82014  0.232
H: 2.56550 -1.09383 -1.66747  0.227

The molar mass is 118.22 g/mol. The HOMO-LUMO gap comes out at 6.292 eV. The net charge is -1. The LUMO energy comes out at 3.777 eV. The SMILES is CCCNCC[S-]. The HOMO energy is -2.5 eV.


Going by the computed energies, the most stable comes first: <1>, <2>.


<1>
A structure of composition C2H15NO5, computed with ωB97M-V/def2-TZVPD.

Last column: Mulliken charge in e.
CARTESIAN COORDINATES (ANGSTROEM)
C: -1.59469 -0.31855 -0.49856  -0.562
N: -0.75989 -1.37363 0.00361  -0.219
C: 0.02290 -0.91168 1.12730  -0.886
O: 2.10361 0.28846 0.59255  -0.740
H: -2.33639 -0.01928 0.25598  0.387
H: -0.97121 0.57147 -0.75131  0.502
H: -2.20968 -0.66767 -1.34403  0.421
H: 0.42754 0.10518 0.88924  0.204
H: 0.83686 -1.62076 1.27341  0.334
H: -0.60048 -0.92316 2.03280  0.388
H: 1.76461 0.63992 -0.25417  0.416
H: 0.85354 1.61571 -2.30029  0.203
H: -0.14077 -1.68345 -0.79353  0.448
O: 0.59232 0.96821 -1.64033  -0.780
H: 0.71761 -0.02700 -2.02421  0.387
H: 1.18924 -1.64763 -2.91463  0.175
O: 0.61630 -1.32019 -2.21178  -0.916
H: 0.21711 1.65399 2.87671  0.157
H: 1.49726 0.63519 1.30184  0.379
O: 0.21586 0.95257 2.21516  -0.814
H: -0.84375 0.95424 1.32629  0.316
H: -2.09407 1.65731 0.48694  0.442
O: -1.57370 0.85422 0.56044  -0.243

The molar mass is 133.14 g/mol. The HOMO-LUMO gap comes out at 5.482 eV. The net charge is 0. The LUMO energy comes out at -2.905 eV. The HOMO energy is -8.4 eV.


<2>
A structure of composition C2H15NO5, computed with ωB97M-V/def2-TZVPD.

Last column: Mulliken charge in e.
CARTESIAN COORDINATES (ANGSTROEM)
C: 1.41510 -0.63845 1.42514  -1.141
C: 0.10127 -0.97650 0.69234  0.043
N: 0.30705 -1.53184 -0.58785  -0.278
H: 2.05323 -1.50673 1.59863  0.363
H: 1.22796 -0.15026 2.38779  0.343
H: -0.51766 -1.69259 1.26533  0.423
H: -0.46888 -1.15512 -1.16866  0.544
H: 1.02445 -1.02506 -1.21292  0.469
H: 0.02129 2.07843 0.35687  0.324
H: 1.41302 1.72654 -0.27699  0.351
O: 0.96928 2.27749 0.38404  -0.703
H: 2.29861 0.54304 -2.22583  0.149
H: 1.93928 0.11056 0.83376  0.269
O: 1.55063 0.49574 -1.61044  -0.755
H: -0.45212 -0.00189 0.68133  0.359
H: -2.03251 1.97042 -0.03668  0.198
O: -1.50340 1.18687 0.15838  -1.030
H: -2.91914 -1.04588 1.45259  0.278
H: -2.01400 -0.00667 0.64356  0.319
O: -2.12782 -1.03743 0.90364  -0.707
H: -0.12620 0.24668 -2.38351  0.466
H: -1.28962 0.35281 -1.29372  0.479
O: -0.86983 -0.22018 -1.98681  -0.765

The molar mass is 133.14 g/mol. The HOMO-LUMO gap comes out at 5.225 eV. The net charge is 0. The LUMO energy comes out at -4.776 eV. The HOMO energy is -10.0 eV.


Going by the computed energies, the most stable comes first: <2>, <1>.


<1>
An isolated molecule of CH4OS2, computed with ωB97M-V/def2-TZVPD.

Last column: Mulliken charge in e.
CARTESIAN COORDINATES (ANGSTROEM)
C: 0.31897 -0.42487 -0.94547  0.038
H: -1.06908 1.16097 -1.84693  0.124
H: 1.03733 -1.32140 -1.05213  0.265
H: 0.28354 -0.86040 2.33103  0.143
H: -0.34720 1.03571 2.42208  0.118
O: -0.24676 -0.15989 0.05237  -0.133
S: -0.19840 0.40865 -2.49732  -0.200
S: 0.22162 0.16122 1.53637  -0.355

The molar mass is 96.18 g/mol. The HOMO-LUMO gap comes out at 6.022 eV. The net charge is 0. The LUMO energy comes out at 0.093 eV. The HOMO energy is -5.9 eV.


<2>
A cluster of 2 separate species, CH4OS2 in total, computed with ωB97M-V/def2-TZVPD.

Last column: Mulliken charge in e.
CARTESIAN COORDINATES (ANGSTROEM)
O: -0.81550 -1.13608 2.04608  -0.235
S: -0.78351 -1.97501 3.27002  0.231
C: 0.69717 0.81063 -0.83318  -0.674
S: -0.53538 -0.24631 -1.67681  -0.152
H: 0.69651 1.68419 -1.45566  0.258
H: 1.62705 0.30135 -0.86702  0.251
H: 0.39680 0.84963 0.19297  0.249
H: -1.28314 -0.28840 -0.67640  0.072

The molar mass is 96.18 g/mol. The HOMO-LUMO gap (alpha / beta) comes out at 7.007 / 7.008 eV. The net charge is 0. The LUMO energy (alpha / beta) comes out at -1.786 / -1.786 eV. The SMILES is O=S.CS. The HOMO energy (alpha / beta) is -8.8 / -8.8 eV.


Going by the computed energies, the most stable comes first: <2>, <1>.